DFT (wB97M-V/def2-TZVPD) results for a structure of composition C8H13Cl2Mg2O6 in a non-equilibrium geometry.

## Properties
Total energy, eV: -56727.6930
Charge: +1
Spin multiplicity: 1
HOMO-LUMO gap, eV: 7.72
LUMO level, hartree: -0.192

Cartesian coordinates (Å):
Mg1 2.088 -1.150 0.357
Mg2 2.198 1.260 -2.097
C1 1.838 2.777 1.392
C2 2.073 2.175 0.064
O1 2.196 0.891 -0.063
O2 2.043 2.850 -1.013
H1 1.945 3.855 1.322
H2 2.477 2.336 2.149
H3 0.784 2.570 1.612
C3 -0.408 -2.011 -2.833
C4 0.381 -1.043 -2.024
O3 0.875 -0.013 -2.625
O4 0.554 -1.228 -0.801
H4 -1.467 -1.923 -2.594
H5 -0.118 -3.032 -2.585
H6 -0.218 -1.875 -3.894
C5 0.992 -2.812 3.625
C6 1.501 -2.108 2.414
O5 2.199 -2.747 1.543
O6 1.171 -0.917 2.164
H7 0.919 -2.117 4.454
H8 1.636 -3.658 3.847
H9 0.015 -3.218 3.358
Cl1 -5.126 0.923 -0.242
C7 -3.774 1.051 -1.386
C8 -2.598 1.802 -0.794
Cl2 -1.881 0.977 0.615
H10 -4.138 1.612 -2.245
H11 -3.478 0.053 -1.699
H12 -2.879 2.808 -0.490
H13 -1.801 1.912 -1.531

DFT (wB97M-V/def2-TZVPD) results for a structure of composition C8H13Cl3F3NO3 in a non-equilibrium geometry.

## Properties
Total energy, eV: -61857.8812
Spin multiplicity: 1
HOMO-LUMO gap, eV: 9.76
LUMO level, hartree: 0.015

Cartesian coordinates (Å):
C1 -0.498 -2.455 4.266
O1 0.259 -2.866 5.149
N1 -0.152 -1.387 3.489
C2 1.176 -0.815 3.448
C3 -1.241 -0.697 2.790
H1 -1.503 -2.834 4.029
H2 1.136 0.180 3.891
H3 1.414 -0.527 2.424
H4 1.899 -1.459 3.947
H5 -2.097 -1.294 2.474
H6 -1.471 0.267 3.244
H7 -0.796 -0.505 1.813
C4 -0.270 2.373 -4.110
C5 -1.380 1.886 -5.053
O2 -1.621 2.771 -6.174
C6 -1.255 2.338 -7.454
O3 -0.565 1.340 -7.738
C7 -1.689 3.249 -8.662
F1 -2.194 2.368 -9.561
F2 -2.570 4.113 -8.319
F3 -0.711 3.911 -9.238
H8 -0.421 1.911 -3.135
H9 -0.397 3.423 -3.847
H10 0.758 2.154 -4.401
H11 -2.285 2.073 -4.474
H12 -1.254 0.865 -5.412
C8 3.371 -4.132 9.337
Cl1 3.883 -4.383 11.081
Cl2 4.586 -4.987 8.321
Cl3 3.561 -2.484 8.705
H13 2.327 -4.399 9.171

DFT (wB97M-V/def2-TZVPD) results for an isolated molecule of C8H13ClN2O in a non-equilibrium geometry.

## Properties
Total energy, eV: -26055.3762
SMILES: CC(C)[C@@](C)(O)c1n[nH]cc1Cl
Spin multiplicity: 1
HOMO-LUMO gap, eV: 10.00
LUMO level, hartree: 0.028

Cartesian coordinates (Å):
C1 2.474 0.967 0.055
C2 1.060 0.573 0.472
C3 1.040 -0.167 1.833
C4 0.352 -0.222 -0.664
C5 0.428 0.523 -2.030
O1 1.036 -1.415 -0.724
C6 -1.129 -0.479 -0.266
N1 -1.496 -1.702 0.203
N2 -2.743 -1.587 0.534
C7 -3.236 -0.399 0.262
C8 -2.248 0.355 -0.335
Cl1 -2.277 2.017 -0.570
H1 3.123 0.079 -0.260
H2 3.017 1.332 0.915
H3 2.467 1.928 -0.470
H4 0.536 1.507 0.410
H5 1.513 -1.060 1.696
H6 0.039 -0.341 2.170
H7 1.524 0.489 2.598
H8 1.376 0.308 -2.384
H9 0.409 1.669 -1.855
H10 -0.394 0.258 -2.738
H11 0.678 -2.108 -0.008
H12 -3.311 -2.295 0.794
H13 -4.241 -0.230 0.365

DFT (wB97M-V/def2-TZVPD) results for an isolated molecule of C8H13ClN2Si2 in a non-equilibrium geometry.

## Properties
Total energy, eV: -39769.2502
Spin multiplicity: 1
HOMO-LUMO gap, eV: 8.67
LUMO level, hartree: 0.024

Cartesian coordinates (Å):
C1 -3.288 -1.250 -1.728
C2 -3.676 -0.638 -0.548
C3 -1.942 -1.293 -2.055
C4 -2.739 -0.075 0.297
C5 -1.002 -0.731 -1.216
C6 -1.382 -0.108 -0.025
C7 1.861 1.827 -0.768
C8 2.351 -0.929 0.815
N1 1.023 1.623 2.366
N2 -0.437 0.448 0.805
Si1 -0.615 1.185 2.415
Si2 1.272 0.608 0.555
Cl1 -1.817 2.791 2.411
H1 -4.024 -1.688 -2.385
H2 -4.721 -0.599 -0.281
H3 -1.623 -1.768 -2.972
H4 -3.054 0.408 1.208
H5 0.049 -0.765 -1.470
H6 2.252 1.312 -1.640
H7 1.045 2.467 -1.091
H8 2.647 2.464 -0.377
H9 1.779 -1.735 1.264
H10 2.755 -1.288 -0.127
H11 3.187 -0.706 1.468
H12 1.689 1.678 3.113
H13 -1.171 0.195 3.328

DFT (wB97M-V/def2-TZVPD) results for an isolated molecule of C8H13ClO in a non-equilibrium geometry.

## Properties
Total energy, eV: -23074.5896
SMILES: CC1(C)C(=O)[C@H](Cl)C1(C)C
Spin multiplicity: 1
HOMO-LUMO gap, eV: 10.23
LUMO level, hartree: 0.024

Cartesian coordinates (Å):
C1 0.731 -1.595 -0.957
C2 -0.268 -0.731 -0.131
C3 -1.680 -0.893 -0.789
C4 -0.061 -1.082 1.313
O1 -0.729 -1.793 1.998
C5 1.037 -0.023 1.595
Cl1 1.149 0.900 3.103
C6 0.221 0.716 0.156
C7 -0.901 1.638 0.683
C8 1.118 1.465 -0.911
H1 0.622 -2.647 -0.793
H2 1.746 -1.345 -0.626
H3 0.585 -1.759 -2.083
H4 -1.728 -1.770 -1.217
H5 -2.052 -0.117 -1.584
H6 -2.442 -0.890 -0.017
H7 2.080 -0.325 1.219
H8 -1.346 2.007 -0.212
H9 -0.521 2.394 1.306
H10 -1.545 1.001 1.214
H11 1.979 0.848 -1.222
H12 1.481 2.245 -0.220
H13 0.524 1.756 -1.825

DFT (wB97M-V/def2-TZVPD) results for a cluster of 2 separate species, C8H13ClSi in total in a non-equilibrium geometry.

## Properties
Total energy, eV: -28901.3612
SMILES: C=C=C1C[C@H]1Cl.C=[Si](C)C
Spin multiplicity: 1
HOMO-LUMO gap (alpha / beta), eV: 8.34 / 8.34
LUMO level (alpha / beta), hartree: 0.022 / 0.022

Cartesian coordinates (Å):
C1 -0.825 -1.552 3.222
C2 0.216 -1.422 2.537
C3 1.203 -1.404 1.763
C4 2.638 -1.299 1.345
C5 1.594 -1.745 0.358
Cl1 1.686 -3.402 -0.230
H1 -1.176 -2.414 3.777
H2 -1.603 -0.763 3.460
H3 3.051 -2.236 1.639
H4 3.076 -0.346 1.421
H5 1.357 -1.001 -0.383
C6 -1.389 -0.892 -1.745
Si1 -0.445 0.477 -1.132
C7 1.195 1.077 -1.971
C8 -0.918 1.482 0.392
H6 -0.963 -1.688 -2.377
H7 -2.338 -1.241 -1.347
H8 1.713 1.671 -1.269
H9 1.654 0.081 -2.340
H10 0.801 1.568 -2.803
H11 -0.033 1.935 0.801
H12 -1.620 2.232 0.120
H13 -1.517 0.920 1.200

DFT (wB97M-V/def2-TZVPD) results for a structure of composition C8H13N in a non-equilibrium geometry.

## Properties
Total energy, eV: -9991.8274
Spin multiplicity: 1
HOMO-LUMO gap (alpha / beta), eV: 7.70 / 7.70
LUMO level (alpha / beta), hartree: 0.011 / 0.011

Cartesian coordinates (Å):
C1 1.587 -1.405 -0.306
C2 0.871 -0.110 0.012
C3 0.856 1.046 2.419
C4 1.219 0.998 -0.704
N1 1.458 0.257 1.767
H1 2.652 -1.229 -0.448
H2 1.189 -1.841 -1.223
H3 1.467 -2.111 0.517
H4 -0.671 1.108 1.784
H5 0.869 1.629 3.320
H6 2.031 0.972 -1.415
H7 0.815 1.973 -0.474
C5 -0.728 -0.435 0.277
C6 -1.386 -0.797 -1.027
C7 -1.452 0.665 0.979
C8 -1.355 -0.059 -2.126
H8 -0.701 -1.311 0.929
H9 -1.902 -1.750 -1.035
H10 -2.296 0.312 1.566
H11 -0.929 0.933 -2.133
H12 -1.887 -0.354 -3.018
H13 -1.707 1.508 0.341

DFT (wB97M-V/def2-TZVPD) results for an isolated molecule of C8H13N in a non-equilibrium geometry.

## Properties
Total energy, eV: -9992.6358
SMILES: C[C@@]12CC[C@H]3C[C@@H]1[C@@H]2N3
Spin multiplicity: 1
HOMO-LUMO gap, eV: 9.81
LUMO level, hartree: 0.033

Cartesian coordinates (Å):
C1 -2.461 -0.035 -0.187
C2 -0.966 -0.016 -0.037
C3 -0.341 1.437 0.039
C4 1.199 1.493 -0.263
C5 1.685 -0.069 -0.184
C6 1.198 -0.568 1.073
C7 -0.246 -1.050 0.890
C8 -0.169 -1.196 -0.596
N1 1.176 -0.830 -1.206
H1 -3.031 -1.014 -0.883
H2 -3.099 0.293 0.721
H3 -2.824 0.807 -0.876
H4 -0.929 2.286 -0.510
H5 -0.392 1.649 1.259
H6 1.375 1.579 -1.470
H7 1.765 2.105 0.415
H8 2.687 -0.065 -0.315
H9 1.832 -1.602 1.118
H10 1.571 0.068 1.886
H11 -0.927 -1.620 1.578
H12 -0.811 -1.865 -1.319
H13 1.711 -1.785 -1.131